(1)
ORCA calculation (ωB97M-V/def2-TZVPD) on C69H67BF5N6OP2S5Ti as an isolated structure in a non-equilibrium geometry.

XYZ file:
```
157
Properties=species:S:1:pos:R:3:lowdin_charge:R:1
Ti -0.24120 0.43370 0.05000 0.36
C -2.10330 1.42530 4.87580 -0.04
C -2.44410 0.25190 4.02260 -0.24
C -3.27920 -0.73420 4.47280 0.07
C -3.62540 -1.79350 3.60250 -0.20
N -3.05810 -1.91610 2.43340 0.20
N -2.20800 -0.99830 1.98030 0.02
B -1.60890 -1.28700 0.57450 -0.65
N -2.59540 -1.31580 -0.61000 -0.03
N -3.90040 -1.41130 -0.42270 0.20
C -4.71820 -1.46070 -1.44180 -0.20
C -4.24200 -1.45540 -2.77300 0.08
C -2.89870 -1.34170 -2.99660 -0.26
C -2.30170 -1.23050 -4.35260 -0.06
C -2.06410 -1.23790 -1.86000 -0.65
S -0.40820 -0.92020 -2.06710 0.75
C -6.20990 -1.49680 -1.19590 -0.53
C -6.80850 -0.16920 -1.68820 -0.01
C -6.51350 -1.66680 0.29010 -0.05
C -6.82210 -2.66320 -1.98520 -0.03
N -0.88550 -2.66510 0.53100 0.03
N -1.72380 -3.70120 0.46980 0.20
C -1.26940 -4.91720 0.36310 -0.20
C 0.11830 -5.18570 0.29790 0.08
C 0.99540 -4.13520 0.27430 -0.24
C 2.45560 -4.30140 0.04060 -0.05
C 0.45310 -2.83220 0.40590 -0.55
S 1.47780 -1.48790 0.31140 0.74
C -2.24860 -6.06660 0.28710 -0.54
C -3.68050 -5.55470 0.18010 -0.04
C -2.09010 -6.91110 1.55910 -0.03
C -1.95720 -6.92240 -0.95220 -0.04
C -1.93990 0.13380 2.69640 -0.57
S -1.13880 1.47060 2.02100 0.81
C -4.72940 -2.74800 4.00550 -0.54
C -6.03220 -1.93510 3.99990 -0.02
C -4.50630 -3.32820 5.40580 -0.03
C -4.84080 -3.88500 3.00010 -0.05
H -2.90920 2.15840 4.83060 0.10
H -1.19330 1.90370 4.52590 0.03
H -1.98220 1.11910 5.91390 0.10
H -3.68310 -0.67720 5.47200 0.13
H -4.91680 -1.50030 -3.61010 0.13
H -3.04980 -1.37830 -5.12650 0.09
H -1.50280 -1.96150 -4.46620 0.08
H -1.85540 -0.24040 -4.46650 0.09
H -6.46940 0.65400 -1.06280 0.07
H -7.89380 -0.21430 -1.63890 0.10
H -6.52220 0.04370 -2.71550 0.09
H -5.96180 -0.93250 0.86990 0.06
H -6.22200 -2.66030 0.61680 0.07
H -7.57860 -1.53510 0.46630 0.10
H -6.81180 -2.47170 -3.05530 0.08
H -7.85630 -2.80690 -1.68330 0.09
H -6.27490 -3.58340 -1.79020 0.09
H 0.47900 -6.19900 0.22070 0.13
H 2.72670 -5.35330 0.00510 0.09
H 3.02910 -3.80040 0.81750 0.06
H 2.71680 -3.82790 -0.90710 0.09
H -3.88280 -4.85420 0.97520 0.03
H -4.37140 -6.39010 0.25150 0.10
H -3.83270 -5.04880 -0.76940 0.09
H -2.30170 -6.31250 2.44210 0.08
H -1.08400 -7.31410 1.64950 0.08
H -2.78760 -7.74340 1.52740 0.09
H -1.97010 -6.30220 -1.84600 0.09
H -2.73520 -7.67510 -1.04880 0.09
H -1.00120 -7.43480 -0.89450 0.08
H -5.99790 -1.12160 4.71940 0.09
H -6.86350 -2.58570 4.25630 0.09
H -6.21170 -1.51540 3.01580 0.07
H -4.55230 -2.56560 6.17810 0.08
H -3.54550 -3.83420 5.47590 0.08
H -5.29020 -4.05380 5.60850 0.09
H -4.77580 -3.47090 2.00060 0.04
H -5.78810 -4.40210 3.12070 0.10
H -4.03280 -4.59590 3.14540 0.08
O 1.40560 1.27250 0.94940 -0.84
S 2.72870 0.97400 0.28210 0.94
C 3.26040 2.67270 -0.05140 -0.32
C 4.38080 3.32120 0.42900 -0.05
C 4.58300 4.65470 0.10570 -0.05
C 3.67220 5.31800 -0.69980 -0.04
C 2.56090 4.65460 -1.19290 -0.05
C 2.33670 3.32030 -0.87250 -0.32
P 0.82390 2.43960 -1.49200 1.05
C 1.42010 2.13880 -3.19410 -0.33
C 1.35910 3.05510 -4.23690 -0.08
C 1.87730 2.72630 -5.47780 -0.07
C 2.48820 1.49930 -5.68000 -0.07
C 2.56300 0.58630 -4.63950 -0.07
C 2.02720 0.89970 -3.40430 -0.14
C -0.32010 3.86010 -1.45340 -0.43
C -1.13190 4.28380 -2.50050 -0.13
C -2.03710 5.31130 -2.29500 -0.08
C -2.17510 5.88360 -1.04090 -0.07
C -1.41440 5.41900 0.02140 -0.06
C -0.48910 4.41420 -0.18140 -0.12
C 3.76350 0.39040 1.64180 -0.36
C 5.13430 0.35640 1.41990 -0.09
C 5.98370 -0.12240 2.40200 -0.05
C 5.45060 -0.56070 3.60530 -0.04
C 4.08020 -0.58700 3.78850 -0.07
C 3.20300 -0.14590 2.79760 -0.32
P 1.37690 -0.35000 3.06280 1.07
C 1.27360 -2.13040 3.50530 -0.37
C 0.00840 -2.53160 3.93540 -0.11
C -0.28780 -3.86340 4.13720 -0.06
C 0.68550 -4.82340 3.91260 -0.08
C 1.94520 -4.43810 3.48530 -0.08
C 2.23960 -3.10100 3.26970 -0.11
C 1.37780 0.41990 4.72610 -0.37
C 1.32100 -0.27310 5.92860 -0.09
C 1.35000 0.41550 7.12830 -0.08
C 1.42960 1.79740 7.14170 -0.08
C 1.47050 2.49520 5.94420 -0.08
C 1.43790 1.81150 4.74330 -0.12
H 5.08240 2.81760 1.07570 0.10
H 5.44840 5.16880 0.49570 0.11
H 3.81700 6.36310 -0.92940 0.11
H 1.85400 5.17410 -1.82320 0.12
H 0.90570 4.02150 -4.08760 0.09
H 1.80640 3.43640 -6.28840 0.11
H 2.91900 1.25770 -6.64090 0.11
H 3.03710 -0.37120 -4.79500 0.11
H 2.07020 0.17560 -2.59480 0.06
H -1.10120 3.78610 -3.45810 0.10
H -2.66110 5.63890 -3.11280 0.11
H -2.89190 6.67480 -0.88350 0.11
H -1.55200 5.83400 1.00830 0.11
H 0.09890 4.03510 0.65040 0.10
H 5.52250 0.69220 0.46980 0.12
H 7.04860 -0.14490 2.22890 0.11
H 6.10000 -0.90100 4.39830 0.11
H 3.66830 -0.96170 4.71450 0.11
H -0.74070 -1.77460 4.11790 0.08
H -1.27550 -4.14700 4.46830 0.09
H 0.46570 -5.86710 4.07490 0.10
H 2.70710 -5.18630 3.31640 0.11
H 3.22080 -2.81790 2.91300 0.10
H 1.26150 -1.35070 5.93540 0.10
H 1.31690 -0.13220 8.05860 0.11
H 1.46430 2.33240 8.07860 0.10
H 1.52360 3.57350 5.95240 0.11
H 1.45630 2.35310 3.80500 0.10
F -7.28170 3.93390 0.60470 0.12
C -6.16740 3.36340 0.13490 -0.14
C -5.48410 2.41920 0.89340 -0.15
F -5.93480 2.04020 2.09840 0.11
C -4.32860 1.84810 0.39360 -0.23
F -3.75400 0.86460 1.10690 0.02
C -3.74860 2.20630 -0.82590 -0.45
S -2.24980 1.54350 -1.35770 0.79
C -4.49660 3.10600 -1.59980 -0.23
F -4.09070 3.40930 -2.83880 0.08
C -5.66960 3.67930 -1.12990 -0.14
F -6.32700 4.55330 -1.89880 0.12
```

Its HOMO-LUMO gap is 0.2371 Eh. The value obtained for the total energy is -193758.639 eV. Its net charge is +1. Its LUMO energy is -2.7 eV.

---

(2)
ORCA calculation (ωB97M-V/def2-TZVPD) on a 10-piece molecular cluster, C69H68F6N11O23P2S overall in a non-equilibrium geometry.

XYZ file:
```
180
Properties=species:S:1:pos:R:3:lowdin_charge:R:1
C 1.77989 -2.98182 4.14214 -0.09
C 2.88260 -3.88065 4.78806 -0.21
C 4.32533 -3.43022 4.46897 -0.17
C 5.09556 -4.40083 3.53162 -0.17
C 5.41198 -3.86180 2.12287 -0.16
C 4.28829 -2.96470 1.52823 -0.11
C 4.05439 -3.26270 0.08094 -0.07
C 3.53882 -4.51579 -0.26407 -0.02
C 3.15564 -5.55355 0.76219 -0.26
F 1.80579 -5.31495 1.03030 0.02
C 3.31674 -7.01354 0.33783 -0.16
C 4.10761 -7.85087 1.35923 -0.07
C 3.32597 -4.78849 -1.60319 0.00
N 3.59115 -4.00165 -2.62070 0.11
N 4.07232 -2.81730 -2.28691 -0.27
P 4.36434 -1.87152 -3.83513 1.01
P 2.67483 -0.49924 -3.77853 0.24
O 3.04130 0.85910 -4.15927 -0.27
O 1.61595 -1.13842 -4.76645 -0.13
O 1.97590 -0.62242 -2.35024 -0.16
C 4.28045 -2.41017 -1.02709 -0.18
S 4.85041 -0.71702 -0.61829 0.77
O 4.01214 -0.23823 0.43269 -0.23
O 4.89177 0.16436 -1.74050 -0.30
C 6.64182 -0.83347 -0.02237 -0.45
F 6.71309 -0.87858 1.30395 0.17
F 7.18399 0.31995 -0.42680 0.16
C 7.45752 -1.96351 -0.70127 -0.56
F 7.38430 -1.82368 -2.03302 0.17
F 8.73071 -1.81787 -0.33658 0.21
F 7.02007 -3.17635 -0.35069 0.18
H 2.20389 -2.17672 3.54950 0.04
H 1.15122 -3.54585 3.45197 0.06
H 1.10587 -2.56491 4.88115 0.07
H 2.73173 -3.89515 5.86256 0.06
H 2.70617 -4.90512 4.46348 0.10
H 4.33289 -2.40855 4.10145 0.10
H 4.84165 -3.39906 5.42417 0.11
H 4.57509 -5.35408 3.50371 0.09
H 6.05504 -4.60122 4.00213 0.11
H 5.60302 -4.71305 1.46941 0.11
H 6.33207 -3.29269 2.17455 0.10
H 3.35002 -3.14325 2.04209 0.12
H 4.56205 -1.94743 1.74554 0.09
H 3.66844 -5.42379 1.70280 0.10
H 3.77764 -7.14522 -0.63626 0.10
H 2.32266 -7.44679 0.27221 0.13
H 3.93508 -7.51316 2.37631 0.07
H 3.74362 -8.87021 1.29800 0.08
H 5.16286 -7.84637 1.11254 0.08
H 2.89439 -5.73844 -1.87318 0.14
H 5.52509 -1.10866 -3.64382 -0.06
H 0.79746 -1.31846 -4.28497 0.09
H 1.81771 0.27100 -1.99861 0.10
C -1.53119 -5.60877 9.83504 -0.06
C -1.42905 -4.65305 8.83009 -0.06
C -0.18562 -4.19120 8.43775 0.00
C 0.93504 -4.70227 9.06083 -0.15
C 0.84843 -5.64715 10.06493 0.00
C -0.39362 -6.09833 10.45025 -0.06
N 2.25887 -4.25345 8.65308 -0.34
O 2.35942 -3.40757 7.77906 0.04
O 3.21195 -4.75745 9.20484 0.09
H -2.49898 -5.96841 10.13367 0.11
H -2.32157 -4.27189 8.35316 0.11
H -0.09841 -3.44861 7.65871 0.12
H 1.73869 -6.02955 10.54152 0.12
H -0.47715 -6.83897 11.23323 0.11
C 0.56225 3.06992 -0.68355 -0.06
C 1.48567 2.66510 0.27922 -0.06
C 1.13627 1.69535 1.20664 -0.01
C -0.13617 1.14875 1.14493 -0.15
C -1.06391 1.54613 0.19903 -0.01
C -0.71005 2.51668 -0.72327 -0.06
N -0.51373 0.10370 2.09725 -0.32
O 0.33534 -0.21409 2.92194 0.08
O -1.64457 -0.35582 1.95672 0.06
H 0.83230 3.81763 -1.40993 0.08
H 2.47352 3.10444 0.30455 0.11
H 1.84342 1.37419 1.95694 0.11
H -2.04833 1.10825 0.17346 0.10
H -1.40927 2.83961 -1.47122 0.08
C 4.88200 4.48109 -6.25366 -0.06
C 5.07177 4.80355 -7.59199 -0.06
C 4.72854 3.89434 -8.57973 0.01
C 4.19549 2.67416 -8.20687 -0.15
C 4.00549 2.33502 -6.88106 -0.01
C 4.35203 3.24652 -5.89858 -0.07
N 3.80869 1.70966 -9.24868 -0.36
O 4.00133 2.01869 -10.40446 0.08
O 3.31721 0.65727 -8.88812 0.07
H 5.14594 5.19618 -5.48480 0.11
H 5.48483 5.76504 -7.86636 0.09
H 4.87444 4.14009 -9.62085 0.12
H 3.59165 1.37809 -6.60532 0.09
H 4.20497 2.99211 -4.85871 0.09
C -2.40855 5.92146 -5.83939 -0.07
C -1.42304 6.89287 -5.96124 -0.06
C -0.53828 7.11997 -4.91969 0.00
C -0.65424 6.36131 -3.76987 -0.14
C -1.63360 5.39414 -3.62792 0.00
C -2.51651 5.17613 -4.67220 -0.06
N 0.29389 6.58196 -2.66745 -0.34
O 1.12418 7.45201 -2.79535 0.09
O 0.18416 5.86839 -1.68574 0.05
H -3.09472 5.74459 -6.65703 0.11
H -1.34226 7.47286 -6.86982 0.11
H 0.22860 7.87460 -5.00982 0.12
H -1.71531 4.81684 -2.71901 0.10
H -3.28698 4.42344 -4.57503 0.11
C -7.07653 2.48090 2.51682 -0.06
C -5.72161 2.17490 2.57688 -0.06
C -4.91377 2.38738 1.47376 0.00
C -5.48247 2.90932 0.32380 -0.14
C -6.82827 3.21376 0.24189 0.01
C -7.62816 2.99545 1.35101 -0.05
N -4.63508 3.16081 -0.84539 -0.32
O -3.45101 2.86942 -0.77191 0.04
O -5.14588 3.64938 -1.82973 0.09
H -7.70359 2.31798 3.38327 0.11
H -5.29497 1.77343 3.48546 0.11
H -3.86086 2.15149 1.51865 0.11
H -7.25268 3.61573 -0.66700 0.08
H -8.68243 3.22982 1.30405 0.11
C -2.24937 -4.65111 1.14167 -0.07
C -2.78706 -3.54752 1.78785 -0.05
C -4.09391 -3.59218 2.26773 0.01
C -4.83289 -4.75156 2.09226 -0.14
C -4.30845 -5.85768 1.44747 0.00
C -3.00857 -5.80137 0.96936 -0.07
N -6.21542 -4.81815 2.61669 -0.33
O -6.67455 -3.82223 3.15285 0.07
O -6.81834 -5.86006 2.47816 0.09
H -1.23269 -4.61675 0.77405 0.09
H -2.19697 -2.64922 1.92667 0.08
H -4.51811 -2.73616 2.77043 0.12
H -4.89952 -6.75175 1.31655 0.12
H -2.58687 -6.65969 0.46422 0.11
C 9.15991 8.80889 -3.36586 -0.07
C 8.00188 9.42232 -3.82495 -0.06
C 7.46390 9.06160 -5.04941 0.00
C 8.09720 8.08429 -5.79452 -0.15
C 9.25410 7.46666 -5.35715 0.00
C 9.78667 7.83546 -4.13279 -0.06
N 7.51774 7.68297 -7.08505 -0.35
O 6.51076 8.25330 -7.45413 0.07
O 8.07257 6.79925 -7.70447 0.08
H 9.57508 9.09016 -2.40724 0.11
H 7.51624 10.18122 -3.22773 0.11
H 6.56426 9.53626 -5.41125 0.12
H 9.73641 6.70914 -5.95645 0.12
H 10.69018 7.36153 -3.77541 0.11
C -10.23892 -5.93392 4.83490 -0.06
C -9.20651 -5.00640 4.76547 -0.07
C -8.40025 -4.78828 5.85875 -0.01
C -8.63138 -5.50616 7.01287 -0.15
C -9.65443 -6.43010 7.10986 0.00
C -10.46371 -6.64174 6.00860 -0.07
N -7.75605 -5.28329 8.15730 -0.36
O -6.88357 -4.44844 8.03591 0.07
O -7.94252 -5.94049 9.15854 0.08
H -10.86757 -6.10678 3.97165 0.11
H -9.02927 -4.45421 3.85587 0.09
H -7.59893 -4.06686 5.80479 0.11
H -9.82141 -6.97878 8.02455 0.12
H -11.26818 -7.36184 6.06377 0.11
C -7.81222 7.26674 -5.62099 -0.07
C -7.02247 6.79817 -4.57896 -0.06
C -7.53976 5.89016 -3.66998 0.00
C -8.84629 5.46308 -3.82520 -0.14
C -9.64958 5.92208 -4.85244 0.00
C -9.12436 6.83198 -5.75489 -0.06
N -9.39145 4.48309 -2.87585 -0.33
O -8.66277 4.11716 -1.97062 0.05
O -10.52303 4.09239 -3.04502 0.10
H -7.40358 7.97258 -6.33185 0.11
H -6.00134 7.13868 -4.47553 0.11
H -6.92868 5.52223 -2.85858 0.11
H -10.66831 5.57916 -4.95378 0.12
H -9.73802 7.20004 -6.56501 0.11
```

Its HOMO-LUMO gap is 0.2017 Eh. The value obtained for the total energy is -181825.957 eV. Its net charge is +1. Its LUMO energy is -5.4 eV.